(1)
The following is a DFT calculation (the ωB97M-V functional and the def2-TZVPD basis) of a structure of composition C4H8N2O.

Output
orbital gap = 8.69 eV
LUMO level = 0.0247 hartree
energy relative to the best compared isomer or geometry (same formula, charge and spin) = 365.81 kJ/mol
energy = -341.8643 hartree
E_HOMO = -0.2946 Eh

Geometry (Å):
C  -1.02  -0.44  0.91
C  1.47  -0.72  -0.09
C  -0.92  1.00  1.06
C  0.06  -0.38  -0.53
N  -0.48  1.39  -0.32
N  -0.40  -0.64  -1.71
O  -0.74  1.73  1.99
H  0.09  2.23  -0.36
H  -1.12  1.38  -1.10
H  0.20  -1.28  -2.22
H  -0.74  -0.98  1.82
H  -1.93  -0.80  0.44
H  2.23  -0.11  -0.58
H  1.61  -0.62  0.99
H  1.68  -1.76  -0.31

These are the Löwdin partial charges, in e, on atoms 1 to 5: -0.005, -0.047, -0.459, -0.473, 0.129

***

(2)
The following is a DFT calculation (the ωB97M-V functional and the def2-TZVPD basis) of a structure of composition C39H29F5N2P2PdS2Te.

Output
orbital gap (spin up / spin down) = 5.70 / 4.87 eV
multiplicity = 3
LUMO level (spin up / spin down) = 0.0041 / -0.0775 hartree
energy = -3987.1001 hartree
E_HOMO (spin up / spin down) = -0.2052 / -0.2565 Eh

Geometry (Å):
Pd  10.56  -17.38  0.45
Te  5.75  -17.84  1.63
C  5.08  -15.88  1.07
C  4.83  -15.63  -0.25
C  4.70  -14.31  -0.62
N  4.43  -13.40  0.30
C  4.67  -13.67  1.53
C  4.93  -14.93  2.06
C  7.69  -17.60  1.27
P  8.81  -16.47  1.96
C  8.39  -14.83  1.77
C  8.62  -14.07  0.56
C  8.62  -12.66  0.60
C  8.46  -12.00  1.79
C  8.08  -12.69  2.98
C  7.93  -14.06  2.88
C  9.23  -16.79  3.63
C  10.27  -15.88  4.06
C  10.35  -15.64  5.46
C  9.55  -16.46  6.30
C  8.71  -17.48  5.86
C  8.64  -17.72  4.50
P  8.69  -18.79  0.33
C  8.25  -18.96  -1.41
C  8.83  -19.94  -2.20
C  8.52  -20.00  -3.55
C  7.81  -18.92  -4.12
C  7.25  -17.92  -3.35
C  7.56  -17.92  -1.97
C  8.84  -20.44  1.01
C  7.86  -21.33  0.58
C  8.04  -22.71  0.93
C  8.88  -23.05  1.95
C  9.69  -22.08  2.54
C  9.69  -20.81  2.07
H  4.52  -16.38  -1.00
H  4.68  -14.04  -1.68
H  4.61  -12.82  2.23
H  5.18  -15.10  3.18
H  8.82  -14.45  -0.45
H  8.61  -12.11  -0.39
H  8.54  -10.91  1.84
H  7.64  -12.25  3.99
H  7.44  -14.56  3.74
H  10.85  -15.25  3.34
H  11.04  -14.87  5.89
H  9.61  -16.27  7.40
H  8.01  -17.92  6.50
H  8.08  -18.61  4.13
H  9.32  -20.78  -1.67
H  8.86  -20.83  -4.18
H  7.60  -18.81  -5.17
H  6.65  -17.08  -3.70
H  7.16  -17.12  -1.35
H  7.03  -20.96  -0.02
H  7.48  -23.53  0.45
H  8.98  -24.09  2.24
H  10.49  -22.39  3.14
H  10.24  -20.02  2.62
S  12.47  -18.67  0.73
C  13.49  -18.11  -0.58
N  13.38  -18.43  -1.86
C  14.41  -17.81  -2.68
C  15.51  -17.40  -1.65
S  14.95  -17.40  0.02
H  12.67  -19.12  -2.15
H  13.97  -17.00  -3.28
H  14.83  -18.51  -3.46
H  15.76  -16.37  -1.88
H  16.32  -18.10  -1.84
F  11.70  -14.51  1.60
C  11.72  -14.60  0.23
C  11.31  -15.75  -0.43
C  11.52  -15.74  -1.80
F  10.94  -16.70  -2.58
C  12.52  -14.89  -2.33
F  13.05  -15.24  -3.51
C  12.90  -13.75  -1.69
F  13.82  -12.92  -2.21
C  12.48  -13.61  -0.40
F  12.83  -12.41  0.19

These are the Löwdin partial charges, in e, on atoms 1 to 5: 0.340, 1.276, -0.532, -0.150, -0.139